1.
The following is a quantum chemistry calculation of 13 unconnected molecules or ions with the total composition C42H118N8O18 in a non-equilibrium geometry, from the Open Molecules 2025 dataset.

Its multiplicity is 1. The HOMO energy is -8.60 eV. The relative energy (zero: lowest compared OMol25 entry of this formula, charge and spin) is 183.5 kcal per mole.

Geometry as XYZ:
```
186
C42H118N8O18, DFT ωB97M-V/def2-TZVPD
H 18.91211 -12.79416 -5.49033
N 22.14712 -10.68825 -12.43856
H 15.80118 -15.99653 -9.09145
C 26.23098 -10.68280 -12.03426
O 16.90614 -14.53665 -9.53458
H 23.47150 -6.69483 -16.27987
H 18.36999 -7.39311 -8.89781
H 22.35693 -16.73996 -13.73131
H 23.56291 -16.88176 -17.33974
H 23.84932 -5.62463 -12.77287
H 26.92578 -7.08828 -11.31101
C 16.01768 -10.07863 -5.80818
H 15.50166 -8.09044 -6.32330
C 15.72285 -7.29477 -14.12163
H 13.93811 -12.73597 -11.69561
C 20.56434 -14.24985 -9.90499
H 23.51136 -12.58419 -10.86903
H 21.19724 -13.42716 -14.14209
H 20.62337 -10.36677 -16.38998
C 20.04653 -4.59148 -12.73579
H 15.48513 -12.04554 -9.93256
C 24.50884 -12.15138 -10.79269
H 15.69863 -10.34137 -7.95270
H 25.63476 -9.81440 -11.75409
C 15.90714 -11.38799 -12.86191
C 16.89835 -10.99603 -14.86956
C 19.19017 -14.86773 -10.07704
H 19.47268 -11.57163 -12.34278
H 17.59452 -8.35848 -14.41624
N 26.04517 -12.99280 -12.47745
H 18.64378 -12.84461 -18.49221
H 28.54370 -9.37395 -12.57912
N 21.23137 -12.60100 -17.61733
C 18.37411 -5.60938 -8.23916
H 18.19612 -11.22118 -18.31434
H 17.98909 -9.17600 -4.97310
C 23.87773 -16.34114 -15.25458
C 20.35763 -10.00008 -8.81715
H 23.04610 -7.09313 -12.44868
H 19.67588 -4.63945 -13.75972
H 18.53782 -5.29895 -7.20720
H 19.80073 -7.69131 -16.27692
H 20.82015 -10.65323 -8.07717
C 20.10041 -5.78803 -11.90265
C 19.94063 -7.86405 -17.34402
C 28.35641 -10.32490 -13.07781
H 15.63063 -14.85242 -7.81505
H 22.88373 -5.99531 -7.20308
O 18.93846 -6.88467 -8.31476
C 22.99211 -6.66272 -15.30147
O 15.75420 -7.00059 -12.80049
O 20.01569 -6.88897 -12.74621
H 17.63779 -10.32591 -15.30806
H 25.55494 -10.75992 -7.83221
N 24.39446 -17.63302 -14.87219
H 16.12336 -10.94630 -15.63443
H 16.26791 -5.71229 -8.11418
O 16.93846 -6.02121 -9.97013
H 23.19982 -9.80062 -7.25366
H 24.55405 -11.63373 -12.96658
H 24.22967 -11.17864 -10.38779
C 26.26762 -6.94849 -12.16856
H 22.72532 -5.63337 -15.06195
C 20.92859 -9.92799 -12.47506
C 15.39536 -11.01936 -10.28892
H 16.89779 -7.80569 -15.92516
H 22.63172 -13.60787 -15.21714
O 19.73089 -9.18628 -17.93549
H 16.31495 -5.58930 -10.55859
H 14.28557 -8.99879 -5.95250
C 20.64498 -9.27203 -11.03726
H 19.32881 -7.01152 -17.63894
C 23.96937 -6.70298 -12.87701
H 18.98454 -4.92755 -8.83126
C 24.01889 -16.08534 -16.75161
H 15.27630 -12.03740 -13.46888
O 20.46125 -10.37169 -10.16984
H 20.96901 -7.50453 -17.37966
C 17.04974 -5.41240 -8.81196
H 15.28880 -6.40086 -14.56954
C 23.58552 -5.27417 -9.13960
H 19.16723 -15.91590 -9.77883
H 21.03087 -9.14070 -13.22193
N 13.69434 -11.75659 -11.73428
H 28.62658 -10.23470 -14.12994
N 24.09369 -8.68951 -14.60829
H 16.79285 -4.35450 -8.75747
O 17.89337 -6.39395 -14.96362
H 25.18582 -12.63586 -10.08908
H 18.23201 -12.90605 -9.58779
O 16.45236 -10.41496 -13.66703
H 21.21584 -3.49060 -13.87356
H 25.04051 -6.76449 -14.78038
H 13.29139 -11.84786 -12.65591
C 22.51636 -5.81485 -8.21332
H 23.88967 -8.43606 -6.63371
H 28.84040 -11.21914 -12.68514
C 24.09984 -9.19947 -7.38281
H 20.98808 -14.67487 -8.99510
H 24.52467 -6.94033 -9.53775
H 23.04176 -10.22315 -12.49693
H 15.88701 -7.78167 -12.25839
H 22.21992 -11.07800 -11.50964
H 21.71021 -5.08935 -8.10445
H 23.81078 -4.21013 -9.06775
H 14.50961 -9.84882 -11.92744
C 18.24270 -13.95439 -9.28952
H 19.26473 -5.74078 -11.20444
H 21.17271 -13.43027 -18.19089
H 24.17047 -15.45992 -14.68373
H 25.26976 -10.55104 -6.02541
C 22.03167 -14.06617 -14.43101
H 18.95575 -11.73086 -4.11493
H 23.19052 -9.07436 -14.37107
O 26.92281 -10.47330 -13.24544
H 23.42686 -15.17304 -16.82457
O 24.72423 -6.03400 -9.29211
C 17.58618 -9.69904 -5.84039
O 26.43175 -9.14725 -6.93622
H 21.96893 -17.21943 -15.25778
H 20.33920 -11.48718 -19.27384
H 26.50776 -13.22346 -11.60975
C 18.88652 -11.95881 -17.90525
H 21.11830 -12.85910 -16.64743
O 24.89947 -7.18328 -11.92207
H 16.69792 -11.93523 -12.34878
C 15.58683 -10.87845 -7.01081
C 24.11607 -7.19790 -14.39873
H 19.49393 -3.74907 -12.31978
O 18.46225 -10.92749 -6.01521
H 26.48250 -8.80554 -7.83191
H 14.57799 -10.71703 -9.63425
C 25.33879 -10.08168 -7.00675
C 20.26660 -11.58587 -18.19075
H 20.67130 -13.18075 -10.08853
H 19.76210 -8.63372 -11.07175
H 18.63441 -13.86524 -8.27624
H 17.79183 -9.00070 -6.65164
H 18.93998 -10.09079 -13.05627
C 14.87496 -10.86511 -11.77990
C 22.39061 -16.35229 -14.74949
C 17.01598 -7.55444 -14.87111
H 23.67794 -18.29341 -15.13786
H 17.11398 -15.99006 -8.11053
O 21.90771 -6.98665 -8.80580
O 21.49577 -15.25873 -15.05711
H 17.40345 -11.95444 -14.74941
H 19.93048 -11.32153 -14.01281
H 25.04772 -16.04102 -17.10886
H 17.79224 -14.61927 -11.39358
H 26.77244 -12.64702 -13.08704
C 25.20558 -11.87146 -12.12569
H 19.14191 -13.75035 -11.64435
H 18.62641 -12.10375 -16.85671
H 19.25046 -6.60156 -13.24962
H 25.17070 -17.97215 -15.42221
H 19.36784 -9.85356 -8.38476
H 21.59724 -9.91377 -17.88318
H 14.52347 -11.10053 -7.10047
H 22.62913 -14.14130 -13.52244
H 15.05622 -8.12371 -14.35949
C 19.76014 -10.80866 -13.06621
H 17.43181 -12.36203 -4.96490
H 26.50584 -7.71964 -12.90115
H 16.36731 -10.53946 -10.17436
H 24.75645 -8.90936 -13.87856
H 22.07587 -7.25089 -15.24989
O 21.31752 -3.94036 -13.03155
H 17.47705 -5.95334 -15.70803
O 24.16952 -8.76669 -8.75468
H 26.89927 -11.04815 -11.25450
H 16.05303 -11.84305 -7.21155
C 16.36919 -15.28906 -8.48735
H 21.52801 -8.76694 -10.64580
C 18.42657 -11.92426 -5.04802
H 20.97157 -6.85064 -8.96931
H 21.04243 -5.88645 -11.36320
N 15.22035 -8.77866 -5.63970
H 26.43035 -5.93806 -12.54359
H 23.49422 -8.09614 -8.88090
H 21.08022 -9.22859 -8.55114
H 21.23695 -14.71241 -10.62731
H 15.73624 -10.65023 -4.92377
N 18.79861 -14.68075 -11.45308
H 23.07896 -5.17140 -10.09925
C 20.63771 -10.22565 -17.47071
```

These are the Mulliken partial charges, in e, on atoms 1 to 5: atom 1 (H): 0.260, atom 2 (N): 0.716, atom 3 (H): 0.350, atom 4 (C): -0.291, atom 5 (O): -0.373

---

2.
The following is a quantum chemistry calculation of 2 unconnected molecules or ions with the total composition C4H12NO2 in a non-equilibrium geometry, from the Open Molecules 2025 dataset.

Its multiplicity is 1. The HOMO energy is -12.13 eV. As for the net charge: +1. The relative energy (zero: lowest compared OMol25 entry of this formula, charge and spin) is 70.9 kcal per mole.

Geometry as XYZ:
```
19
C4H12NO2, DFT ωB97M-V/def2-TZVPD
C -0.45670 -0.37880 -0.64982
H -0.02448 -2.17643 -0.09619
H 1.80674 1.36795 -1.15462
C -1.46876 0.66359 -0.17506
O -0.83296 -1.66889 -0.29003
C 1.43514 -0.10436 0.38230
H -0.17234 -0.27399 -1.69313
N -2.45979 -0.04042 0.68677
C 2.21224 1.02724 -0.20511
H 2.22904 1.86565 0.48483
H -2.19182 -1.05408 0.51749
O 1.89315 -1.38333 0.25464
H 1.05274 0.02306 1.38969
H 2.45843 -1.47402 -0.52486
H -2.34048 0.17359 1.68056
H -0.98011 1.46534 0.38441
H -1.97368 1.11955 -1.02828
H 3.24302 0.71328 -0.37526
H -3.42939 0.13508 0.41166
```

These are the Mulliken partial charges, in e, on atoms 1 to 5: atom 1 (C): -0.088, atom 2 (H): 0.386, atom 3 (H): 0.304, atom 4 (C): -0.631, atom 5 (O): -0.620